Record 1
Formula: C4H42N2O15
Source: OMol25
Level of theory: wB97M-V/def2-TZVPD

DFT total energy	-38511.78531	eV
ΔE to the lowest compared entry with this formula, charge and spin	184.9	kJ/mol
gap between HOMO and LUMO (alpha / beta)	10.2 / 4.6	eV
E_LUMO (alpha / beta)	-2.973 / -8.534	eV
spin multiplicity	2
E_HOMO (alpha / beta)	-13.14 / -13.14	eV
total charge	+1

Atoms and positions in Å:
C: -0.9203 0.9606 1.0339
C: -0.4897 -0.2713 0.2436
C: -1.7387 -0.9271 -0.4631
N: 0.4922 -0.2184 -0.8554
C: 1.7483 0.4078 -0.5300
N: 1.6456 1.8295 -0.1419
H: -1.9060 1.1771 1.4446
H: -0.9388 1.7619 0.2903
H: -0.3469 1.1954 1.9478
H: -0.0231 -0.9931 0.9239
H: -2.5715 -1.0419 0.3140
H: -1.4305 -1.9391 -0.7643
H: -2.1511 -0.2437 -1.2354
H: 0.0539 0.2172 -1.7100
H: 2.5574 0.1606 -1.2604
H: 2.0822 0.0180 0.5011
H: 2.6050 2.1038 0.0224
H: 1.3771 2.3318 -0.9855
H: -0.4419 -3.8419 -0.4454
H: -1.4914 -4.7772 -1.1382
O: -1.2189 -3.8627 -1.0349
H: 3.7237 -2.3491 0.3618
H: 2.2413 -2.1845 0.2006
O: 2.9002 -2.8712 0.3167
H: 2.9795 -2.1579 -3.4654
H: 1.4831 -2.1939 -4.0407
O: 2.3952 -1.8328 -4.1456
H: -1.3487 2.8331 3.0241
H: -0.4926 1.8975 3.8898
O: -1.0112 2.7033 3.9680
H: 0.9544 -3.5339 1.5590
H: -0.3532 -2.9269 1.6625
O: 0.0293 -3.7504 1.3369
H: -0.3499 -3.0468 -2.3322
H: 0.7095 -1.8934 -2.1356
O: 0.2851 -2.4599 -2.7762
H: 0.2719 3.1339 1.2153
H: 0.1310 4.6588 1.5627
O: 0.0430 3.7674 1.8986
H: 0.9715 -2.7256 3.8541
H: 2.4211 -2.8626 3.7010
O: 1.6039 -3.2500 3.3595
H: 4.9422 2.1220 0.7046
H: 3.7588 1.2630 1.1784
O: 4.5470 1.2460 0.6151
H: -3.2796 0.5855 -4.1534
H: -1.8766 0.5046 -3.4897
O: -2.8377 0.6525 -3.2762
H: -4.8899 0.0279 -1.3681
H: -4.2964 1.1791 -1.7910
O: -5.1900 0.9332 -1.5234
H: -3.9171 0.7119 2.8557
H: -3.1596 1.0361 4.1444
O: -3.0205 0.7195 3.2120
H: -2.1225 2.7411 -1.3137
H: -3.1969 3.8519 -1.5612
O: -2.2562 3.6971 -1.4411
H: 1.5562 1.4998 2.4982
H: 2.0822 2.3716 3.5304
O: 2.0920 1.4109 3.3040
H: 1.7990 1.0008 -3.7621
H: 0.5106 0.6866 -4.0465
O: 0.9776 1.1015 -3.2588

Cartesian forces (eV/Å) of the 2 atoms listed first:
0.6 2.4 -0.3
-1.8 -3.1 -0.8

Atomic partial charges in e from the Mulliken method, atoms 1 to 2: C -0.31; C 0.50


Record 2
Formula: C3H2AgFO3
Source: OMol25
Level of theory: wB97M-V/def2-TZVPD

DFT total energy	-15997.26352	eV
gap between HOMO and LUMO (alpha / beta)	4.9 / 7.4	eV
E_LUMO (alpha / beta)	-0.948 / -2.348	eV
spin multiplicity	3
E_HOMO (alpha / beta)	-5.88 / -9.76	eV
total charge	0

Atoms and positions in Å:
O: -0.9904 0.1164 1.4571
C: -0.1262 0.8956 0.9482
C: 0.1340 0.8492 -0.4403
H: 0.6124 1.3962 1.5926
H: 0.8392 1.4964 -0.9570
F: -1.0802 0.7020 -1.1303
Ag: -2.1608 -0.9434 0.0771
O: 2.0432 -1.3912 -0.3796
O: -0.1539 -1.8729 -0.6089
C: 0.8826 -1.2483 -0.5589

Cartesian forces (eV/Å) of the 2 atoms listed first:
-0.1 0.1 1.3
1.4 0.9 1.0

Atomic partial charges in e from the Mulliken method, atoms 1 to 2: O -0.59; C 0.09


What is the spin multiplicity in the second record?
3